Molecular formula: C50H53N10NaO4S3Te
Method: DFT, ωB97M-V/def2-TZVPD

Last column: Mulliken spin population.
CARTESIAN COORDINATES (ANGSTROEM)
C1 -4.582 -0.886 -3.559  0.171
H1 -0.808 4.813 5.395  0.000
H2 4.857 0.888 5.131  0.000
C2 2.959 -1.750 0.261  0.000
H3 -8.020 1.066 -1.321  -0.004
O1 -1.626 -1.094 -0.637  0.017
C3 -4.865 2.184 -1.517  -0.123
H4 2.524 -1.356 -4.134  -0.003
O2 -3.199 -1.043 -3.692  0.056
H5 -3.482 3.796 -1.883  -0.004
C4 2.681 -3.804 3.669  0.000
C5 3.385 -0.046 3.919  0.000
C6 -2.003 -4.461 2.215  0.001
H6 4.678 0.074 -0.977  0.000
N1 1.859 1.582 -4.489  0.000
C7 -1.702 -2.480 -4.911  -0.024
C8 1.731 -0.840 -4.742  0.000
H7 -1.897 1.125 2.280  0.000
H8 -1.982 -1.020 -1.546  -0.005
C9 5.275 -1.097 -2.730  0.000
C10 -0.072 -3.957 -5.948  -0.027
C11 -1.624 5.465 0.860  0.001
C12 0.941 -3.032 -5.776  0.081
H9 -2.731 -6.434 2.802  0.000
H10 4.128 -4.162 -3.475  0.000
H11 0.957 -2.555 -0.766  0.001
H12 -3.933 -5.141 2.906  0.000
O3 3.051 -2.682 1.060  0.000
N2 -1.039 1.980 0.504  -0.004
H13 2.114 5.434 3.977  0.000
H14 2.758 6.145 1.609  0.000
C13 0.428 -3.480 -0.452  0.003
C14 4.596 -0.876 -1.513  0.000
C15 0.107 -2.572 2.020  -0.003
C16 -0.368 5.755 -0.008  0.000
H15 2.999 0.879 3.450  0.000
S1 0.394 3.936 3.557  0.000
C17 -0.641 5.191 4.335  0.000
C18 4.386 -0.022 4.847  0.000
H16 -0.536 5.468 -1.051  0.000
C19 -1.645 2.677 -0.456  -0.006
H17 3.417 -4.588 3.809  0.000
H18 4.707 -3.348 5.305  0.000
C20 2.858 -1.271 3.491  0.000
N3 3.239 2.338 1.436  0.000
C21 -5.086 0.166 -2.825  0.020
Te1 1.294 -0.797 2.065  0.001
H19 2.343 -3.816 2.620  0.000
H20 -2.565 6.030 4.315  0.000
C22 3.287 -2.474 3.996  0.000
H21 -3.509 -5.806 1.331  0.000
H22 2.212 -0.489 -5.700  -0.002
H23 0.141 -4.905 -6.396  -0.001
C23 0.693 0.559 -2.900  0.002
H24 1.957 -3.199 -6.093  0.009
H25 -2.222 -4.360 -5.725  0.003
H26 -2.542 5.531 0.244  0.000
H27 -2.228 -3.849 4.229  0.000
C24 1.724 5.762 1.852  0.000
H28 0.293 -0.214 -2.293  -0.002
C25 3.646 -3.086 -1.706  -0.003
C26 -0.232 -3.392 0.949  0.001
C27 3.737 -1.874 -1.018  0.000
Na1 1.646 1.823 -0.059  -0.001
C28 -1.669 -3.681 3.326  0.000
C29 4.257 -3.247 -2.895  0.004
H29 -2.262 -0.614 -0.167  -0.001
S2 1.184 4.916 0.356  0.000
H30 0.681 -1.911 4.672  0.000
C30 -7.016 1.125 -1.654  -0.065
H31 5.809 -0.267 -3.148  0.000
N4 -5.169 -1.819 -4.304  0.109
N5 0.789 1.825 -2.513  -0.001
H32 -2.416 4.571 3.325  0.000
H33 -0.846 -2.391 5.397  0.000
C31 -0.652 -1.569 -4.704  0.056
C32 -1.251 -4.326 1.101  -0.001
C33 -0.648 -2.761 3.249  0.000
C34 -4.307 1.204 -2.315  0.196
C35 1.467 2.408 -3.554  0.000
H34 -0.192 6.836 -0.068  0.000
H35 3.065 -3.849 -1.260  0.000
C36 -3.067 -2.098 -4.521  0.146
H36 -0.387 -3.661 -1.141  0.000
H37 -0.901 -0.660 -4.249  0.015
C37 -6.222 2.210 -1.176  0.266
H38 -0.104 6.134 4.420  0.000
N6 -3.240 2.213 1.028  0.001
H39 1.712 3.457 -3.522  0.000
S3 -1.888 6.615 2.243  0.000
H40 5.670 -1.258 6.069  0.000
H41 -1.651 4.510 1.304  -0.002
C38 -2.074 1.722 1.368  0.004
H42 5.548 -2.411 -4.448  0.000
N7 1.361 0.395 -4.054  0.001
H43 -1.203 3.173 -1.285  -0.001
C39 4.889 -1.200 5.358  0.000
C40 4.225 2.801 1.881  0.000
H44 -1.507 -4.940 0.191  0.000
C41 -0.383 -1.970 4.500  0.000
H45 2.507 3.986 2.912  0.000
C42 5.120 -2.273 -3.455  -0.001
H46 -6.636 2.993 -0.552  0.028
C43 -4.004 3.307 -1.057  -0.031
H47 1.815 -4.033 4.340  0.000
C44 -6.500 0.182 -2.492  0.123
C45 4.348 -2.415 4.920  0.000
C46 -1.940 5.486 3.610  0.000
H48 -3.239 1.260 -2.501  0.033
N8 -2.943 2.832 -0.145  0.005
H49 1.234 -4.221 -0.439  0.000
N9 -4.212 -2.583 -4.902  -0.082
C47 1.835 4.847 3.084  0.000
N10 2.228 -0.657 0.376  0.000
H50 -0.720 -0.970 4.458  0.000
H51 -4.589 4.069 -0.466  0.012
H52 1.016 6.604 2.074  0.000
C48 0.646 -1.829 -5.082  -0.043
O4 5.192 3.328 2.387  0.000
H53 -7.115 -0.670 -2.764  0.024
C49 -1.388 -3.657 -5.565  0.050
C50 -3.120 -5.480 2.304  0.000

net charge: -1
total energy: -4410.55412 hartree
2S+1: 2

Molecular formula: C50H54BrGaN3Sb2
Method: DFT, ωB97M-V/def2-TZVPD

Last column: Löwdin charge in e.
CARTESIAN COORDINATES (ANGSTROEM)
H1 -2.879 4.515 -2.253  0.119
C1 -4.102 -2.323 0.225  0.075
H2 5.862 1.058 -0.557  0.107
Br1 -8.010 -1.246 0.277  0.847
C2 -2.568 -3.600 -1.079  0.027
N1 -2.396 1.431 -1.021  -0.011
H3 -4.834 4.555 1.566  0.086
C3 -1.053 1.866 2.636  -0.172
C4 2.966 4.217 -1.902  -0.032
Sb1 1.582 0.409 3.146  1.564
C5 3.056 1.979 -0.307  -0.399
H4 1.166 2.154 7.951  0.124
C6 -4.898 1.135 -1.314  -0.079
H5 1.892 0.052 9.026  0.127
H6 8.278 0.955 -0.089  0.125
C7 -4.514 0.192 1.642  -0.073
C8 2.246 -0.974 7.179  -0.043
H7 -3.591 -6.187 -1.436  0.085
Sb2 3.299 0.332 0.943  1.581
H8 5.071 -0.522 3.392  0.089
C9 -6.039 0.226 -1.035  -0.060
C10 0.104 4.401 2.464  -0.037
C11 0.912 -1.527 2.550  -0.338
C12 -5.826 0.075 1.460  -0.112
C13 -3.166 3.616 -1.727  0.022
H9 9.089 0.144 2.097  0.126
C14 -4.623 5.287 0.780  -0.020
H10 -6.612 -0.069 -1.906  0.120
H11 -6.314 -3.655 -1.217  0.068
H12 0.548 5.386 2.411  0.124
C15 2.524 -1.613 0.518  -0.323
H13 -3.551 5.498 0.766  0.073
C16 3.710 3.136 0.114  -0.134
H14 -1.898 5.116 2.204  0.105
H15 2.555 -1.894 7.658  0.124
H16 -3.901 6.334 -1.596  0.088
C17 -4.695 -4.738 -0.219  -0.544
H17 -5.888 -5.702 1.302  0.098
C18 -6.458 -0.179 0.161  -0.687
C19 -5.396 -4.742 1.150  -0.036
C20 -3.666 1.115 -0.472  -0.325
H18 -0.825 -2.501 -1.677  0.118
H19 -6.931 3.935 -1.440  0.104
C21 -4.665 2.296 -0.356  -0.057
H20 -3.094 -6.147 0.269  0.097
H21 -5.104 5.556 -2.645  0.103
H22 0.624 -2.049 3.461  0.075
C22 -1.271 4.245 2.345  -0.036
C23 2.069 -2.245 1.837  -0.352
C24 0.327 2.030 2.744  -0.431
H23 2.926 -2.337 2.511  0.102
H24 1.122 2.338 5.491  0.100
H25 2.528 -1.748 5.203  0.101
H26 -5.151 6.207 1.036  0.106
H27 -6.167 -3.972 1.219  0.067
C25 -2.227 2.546 -1.666  -0.080
C26 -1.849 2.982 2.427  -0.057
H28 -4.685 -4.601 1.968  0.097
H29 -5.322 2.319 0.499  0.133
C27 -3.758 -3.546 -0.345  -0.114
C28 -6.595 4.431 -0.526  -0.022
H30 3.350 -2.166 0.069  0.083
H31 2.940 5.094 -2.537  0.125
C29 6.211 0.692 0.400  -0.113
H32 -5.606 6.717 -1.418  0.099
N2 -3.550 0.091 0.576  0.015
C30 1.867 0.122 7.947  -0.027
C31 -3.292 -1.220 0.049  -0.244
H33 7.493 -0.602 3.827  0.123
C32 2.368 1.917 -1.514  -0.145
H34 -2.250 -4.511 -1.566  0.121
H35 0.035 -1.425 1.914  0.018
C33 2.228 -0.893 5.795  -0.121
H36 -6.461 -5.417 -1.271  0.104
C34 1.814 0.303 5.215  -0.379
N3 -2.122 -1.310 -0.597  -0.024
H37 -4.622 -6.886 -0.204  0.097
H38 -6.477 0.131 2.326  0.119
H39 -1.236 2.704 -2.084  0.120
C35 -4.907 5.909 -1.630  -0.040
H40 1.987 3.422 2.759  0.102
H41 -5.294 -4.602 -2.319  0.096
C36 -5.754 -4.587 -1.329  -0.016
H42 -7.182 5.342 -0.412  0.100
C37 3.654 4.262 -0.695  -0.041
H43 4.274 3.166 1.039  0.109
H44 -1.513 0.887 2.727  0.092
H45 1.755 -3.269 1.624  0.131
C38 8.026 0.174 1.896  -0.028
H46 1.717 -1.508 -0.202  0.023
C39 -4.269 3.571 -0.941  -0.103
C40 0.915 3.289 2.664  -0.128
H47 4.163 5.168 -0.391  0.124
H48 1.829 3.015 -3.272  0.120
H49 -4.748 1.378 -2.359  0.166
H50 -6.831 3.788 0.323  0.084
C41 1.463 1.308 7.345  -0.039
C42 -5.101 4.794 -0.598  -0.536
H51 -5.008 -2.240 0.801  0.100
C43 -1.777 -2.480 -1.159  -0.097
H52 -4.107 0.399 2.625  0.120
C44 1.439 1.416 5.960  -0.107
C45 5.327 0.266 1.388  -0.394
C46 -3.945 -6.058 -0.411  -0.047
H53 -2.925 2.868 2.348  0.106
C47 2.333 3.050 -2.314  -0.055
C48 7.573 0.636 0.666  -0.038
H54 1.893 1.004 -1.846  0.076
C49 5.767 -0.202 2.625  -0.123
C50 7.130 -0.245 2.873  -0.046
Ga1 -0.812 0.330 -0.244  0.786

net charge: +3
energy relative to the best compared isomer or geometry (same formula, charge and spin): 2.810 eV
total energy: -7080.27624 hartree

Molecular formula: C50H54BrN6O5Re
Method: DFT, ωB97M-V/def2-TZVPD

Last column: Mulliken spin population.
CARTESIAN COORDINATES (ANGSTROEM)
C1 0.888 -1.717 5.338  0.001
H1 -2.464 0.681 -3.244  0.003
C2 -4.214 2.693 -3.618  0.000
C3 -6.242 0.282 1.263  0.002
H2 1.274 2.502 3.664  -0.001
H3 0.820 3.687 4.910  0.000
C4 3.597 -0.418 -2.534  0.021
C5 -2.694 2.826 -3.431  0.002
C6 -2.852 -0.967 4.230  0.001
C7 2.600 -3.730 1.124  0.009
H4 -4.263 6.916 -1.431  0.000
C8 0.947 -1.135 -2.489  -0.005
C9 1.799 -1.675 -3.462  0.021
H5 3.239 0.031 1.912  -0.002
C10 -2.863 -0.293 5.444  -0.002
C11 2.717 0.066 -1.584  -0.007
N1 -2.407 -0.823 -1.345  -0.026
C12 -5.195 -0.247 -1.255  -0.004
N2 0.205 0.246 2.656  -0.025
H6 -4.778 -0.461 -2.226  -0.001
H7 -3.972 4.623 -1.983  0.000
H8 3.050 0.754 -0.819  0.005
C13 -7.090 0.105 0.180  -0.003
H9 -0.985 1.512 -3.751  -0.002
C14 0.509 -2.950 0.195  0.096
H10 1.162 -4.977 0.165  0.000
C15 -1.233 2.778 -1.287  0.024
C16 -4.873 0.218 1.089  0.001
O1 0.662 -2.323 4.138  0.001
C17 -2.158 3.933 -4.359  0.000
N3 1.438 -0.295 -1.531  -0.018
H11 -1.074 3.997 -4.291  0.000
C18 1.647 -0.537 5.297  -0.001
C19 0.462 2.858 4.300  0.000
H12 -2.256 -2.158 -3.260  0.000
C20 -1.683 4.468 0.465  -0.008
H13 -6.646 0.461 2.248  0.000
C21 1.654 -0.426 7.695  0.000
H14 2.655 0.970 6.415  0.000
H15 -0.359 3.203 3.671  0.000
C22 -0.872 0.925 4.800  -0.005
H16 0.541 -4.289 4.769  0.000
H17 -2.579 4.897 -4.085  0.000
C23 1.452 0.063 2.881  -0.033
C24 -3.113 4.278 -1.438  -0.003
C25 -6.563 -0.160 -1.076  0.002
N4 2.119 -0.041 4.055  0.004
H18 -1.772 -1.282 2.407  -0.001
C26 0.476 -2.198 6.574  0.000
C27 2.897 -2.444 1.550  0.006
O2 -2.120 0.418 0.541  0.025
H19 -7.224 -0.310 -1.917  0.000
C28 -1.196 -2.151 -3.499  0.004
H20 -2.427 3.716 -5.390  0.000
O3 0.023 1.875 5.209  0.000
H21 -4.417 2.201 -4.567  0.000
O4 4.019 -2.051 2.224  -0.001
O5 -0.506 1.790 -1.636  0.020
H22 -4.707 3.660 -3.643  0.000
H23 4.646 -3.837 3.071  0.000
H24 -1.878 1.181 6.649  0.000
H25 -0.416 -3.169 -0.318  0.000
H26 -5.351 7.251 -0.085  0.000
H27 -1.377 4.926 1.392  0.001
C29 0.017 -3.573 4.132  0.000
H28 -3.623 -1.687 3.998  0.000
C30 -2.881 -0.136 -0.313  0.011
C31 0.858 -1.556 7.739  0.000
C32 -1.884 0.639 5.716  0.001
C33 -3.752 5.904 0.424  -0.001
C34 -2.066 1.494 -3.848  -0.004
C35 -0.812 0.185 3.603  -0.006
C36 -4.766 6.474 -0.573  0.000
N5 -1.093 -0.823 -1.430  -0.045
H29 -8.161 0.169 0.316  0.000
H30 -2.309 1.297 -4.892  0.001
H31 0.052 -3.911 3.098  0.000
C37 1.400 -3.972 0.476  0.001
H32 -2.216 7.431 0.254  0.000
H33 -1.023 -3.490 4.456  0.000
H34 -3.837 4.826 2.317  0.000
C38 5.022 -3.011 2.464  0.001
H35 5.430 -3.394 1.526  0.000
H36 1.400 -2.356 -4.194  0.002
H37 5.803 -2.492 3.017  0.000
C39 -4.340 -0.051 -0.170  -0.002
H38 -1.052 -1.697 -4.478  0.006
H39 3.806 -1.755 -4.211  0.000
H40 -3.638 -0.481 6.171  0.000
H41 -5.196 5.920 2.032  0.000
C40 -1.832 -0.732 3.334  0.013
H42 3.128 -0.053 3.974  -0.001
C41 -2.840 4.874 -0.210  0.006
H43 -5.458 5.707 -0.914  0.000
H44 -3.578 7.880 1.286  0.000
C42 -0.934 3.468 -0.080  0.006
C43 3.135 -1.332 -3.478  -0.005
H45 -0.838 -3.179 -3.543  0.003
C44 0.800 -1.646 0.580  0.003
C45 -2.355 3.274 -2.018  -0.002
H46 3.282 -4.544 1.306  0.000
H47 0.538 -1.956 8.689  0.000
C46 -2.920 7.063 0.997  0.000
C47 2.041 0.085 6.470  0.000
H48 -0.137 -3.082 6.642  0.000
H49 -2.365 6.756 1.881  0.000
H50 4.621 -0.088 -2.527  0.001
H51 -4.201 0.353 1.923  0.001
H52 -4.650 2.097 -2.818  0.000
C48 -0.468 -1.383 -2.446  0.102
H53 -5.103 4.376 1.174  0.000
Br1 0.677 2.851 0.759  0.013
H54 1.972 0.055 8.607  0.000
C49 1.993 -1.424 1.255  -0.042
N6 2.246 -0.081 1.716  0.017
C50 -4.520 5.210 1.562  0.000
Re1 -0.014 0.212 -0.074  0.819

net charge: +1
energy relative to the best compared isomer or geometry (same formula, charge and spin): 2.181 eV
total energy: -5294.48340 hartree
2S+1: 2

Molecular formula: C50H54N5O2P2ReSSe
Method: DFT, ωB97M-V/def2-TZVPD

Last column: Mulliken spin population.
CARTESIAN COORDINATES (ANGSTROEM)
H1 -0.654 0.302 -9.110  0.000
H2 1.053 -0.147 -9.169  0.007
H3 -5.678 2.141 -3.622  0.000
H4 3.994 -2.378 -0.611  -0.001
C1 -4.771 5.232 0.977  0.000
H5 4.464 2.654 -0.804  0.000
C2 -4.921 0.135 -1.002  -0.001
H6 -3.584 1.152 -4.477  -0.001
N1 -0.125 -1.484 0.477  0.019
H7 7.182 -0.297 -1.975  0.000
C3 0.407 -3.617 0.007  0.006
C4 -2.079 -1.086 3.974  0.002
H8 0.220 3.181 -4.246  0.007
H9 -5.694 5.235 1.544  0.000
H10 5.575 -3.136 -0.308  0.000
C5 -0.180 4.143 3.636  0.002
Re1 -1.238 0.187 0.555  -0.080
H11 -2.619 -1.719 7.254  0.000
C6 -2.788 4.122 0.260  0.003
H12 -5.298 -0.150 -0.025  -0.001
H13 -2.913 7.230 -1.030  0.000
P1 -2.756 -1.453 -0.345  -0.032
H14 -2.302 -0.423 -3.101  -0.034
C7 -3.951 0.880 -3.496  0.010
C8 6.835 -0.913 0.463  0.000
C9 0.230 -0.105 -7.186  0.076
H15 -1.923 -3.378 -1.663  -0.002
C10 6.991 0.770 -1.915  0.000
C11 1.047 4.632 3.202  -0.001
C12 -0.241 1.069 -6.602  -0.029
H16 1.226 -1.962 -6.815  0.000
H17 4.512 2.248 -2.516  0.001
C13 0.896 -1.868 1.351  0.003
H18 2.753 -1.896 -4.384  0.005
C14 1.700 2.419 2.512  0.000
N2 5.707 1.026 -1.263  0.002
H19 0.424 -4.603 -0.436  0.000
C15 -0.905 -0.347 4.081  0.002
C16 1.371 -0.859 2.338  0.001
N3 5.583 -1.055 -0.276  0.011
O1 -0.141 1.889 0.103  -0.011
H20 2.190 -0.277 1.908  0.002
H21 -6.050 -5.629 1.624  0.000
H22 -0.913 4.815 4.067  0.000
H23 -1.194 -1.835 -2.165  -0.001
O2 -2.535 1.771 0.539  0.021
N4 -0.722 3.029 0.065  0.031
H24 2.420 1.762 2.038  0.000
H25 -0.165 -1.381 -8.871  0.003
C17 -0.411 -2.589 -0.337  -0.018
H26 -1.064 3.229 -5.468  0.001
C18 5.111 2.312 -1.606  -0.001
C19 1.983 3.771 2.645  0.000
C20 -0.122 1.310 -5.242  0.040
C21 -5.432 -4.825 1.247  0.000
H27 -4.264 3.201 1.505  -0.001
H28 5.918 3.030 -1.751  0.000
C22 -0.351 -0.095 5.337  -0.001
C23 -2.389 5.236 -0.465  0.000
C24 0.843 -1.047 -6.369  -0.034
C25 1.676 -1.934 -4.198  0.007
Se1 0.596 0.623 -2.563  0.807
H29 -4.013 -4.961 2.851  0.000
H30 7.647 -1.478 0.000  0.000
C26 -5.777 -4.176 0.068  0.000
H31 1.271 5.688 3.297  0.000
C27 -2.692 -1.585 5.116  0.002
H32 -6.550 1.461 -1.400  0.000
C28 -4.293 -4.444 1.941  -0.001
H33 -1.461 5.210 -1.020  0.000
C29 -3.202 6.356 -0.460  0.000
C30 -4.992 -3.138 -0.413  0.000
C31 -4.391 6.358 0.261  -0.001
C32 -2.138 -1.336 6.363  0.000
P2 -0.069 0.244 2.589  0.068
C33 0.102 -0.344 -8.666  -0.005
N5 -1.958 2.945 0.277  -0.010
C34 -3.237 -0.029 -2.721  0.042
C35 -0.467 2.792 3.511  -0.002
C36 -5.620 1.049 -1.771  0.002
H34 -1.428 2.406 3.838  0.001
H35 7.817 1.251 -1.389  0.000
H36 7.121 0.131 0.542  0.000
C37 0.977 -0.864 -4.998  0.031
C38 0.478 0.324 -4.424  -0.009
H37 -0.708 1.822 -7.229  0.000
C39 1.243 -3.154 1.088  -0.008
C40 0.478 1.923 2.958  -0.006
H38 0.558 0.491 5.422  0.000
C41 -3.974 4.097 0.973  -0.001
H39 1.689 -1.304 3.278  0.000
S1 3.237 0.113 -0.850  0.025
C42 4.927 0.020 -0.791  0.010
H40 -3.605 -2.162 5.033  0.000
C43 4.906 -2.319 -0.030  0.000
H41 2.935 4.156 2.298  0.000
H42 -2.613 -3.108 2.011  0.003
C44 -1.524 -2.430 -1.311  0.040
H43 1.325 -2.924 -4.496  0.003
H44 1.991 -3.739 1.603  0.000
C45 -3.727 -0.418 -1.475  0.005
C46 -3.509 -3.401 1.472  -0.003
H45 1.527 -1.809 -3.127  -0.001
H46 -5.262 -2.646 -1.338  0.000
C47 -3.860 -2.738 0.298  0.003
H47 4.650 -2.422 1.029  0.000
H48 -5.023 7.237 0.260  0.000
H49 -0.543 -0.392 7.450  0.000
H50 -2.508 -1.247 2.993  -0.010
H51 -6.659 -4.478 -0.482  0.000
C48 -5.134 1.424 -3.020  0.002
H52 6.690 -1.303 1.473  0.000
H53 -1.346 2.479 -3.888  0.006
C49 -0.612 2.623 -4.681  -0.002
C50 -0.970 -0.590 6.475  0.000
H54 6.956 1.165 -2.931  0.000

net charge: +1
energy relative to the best compared isomer or geometry (same formula, charge and spin): 1.862 eV
total energy: -5922.28275 hartree
2S+1: 2

Which value of net charge does entry 1 give? -1

Which value of net charge does entry 2 give? +3